[1]
{"formula": "C39H67NNbO6SSi", "method": "ωB97M-V with the def2-TZVPD basis set", "symbols": ["Nb", "S", "Si", "O", "O", "O", "O", "O", "O", "N", "C", "C", "C", "C", "C", "C", "C", "C", "C", "C", "C", "C", "C", "C", "C", "C", "C", "C", "C", "C", "C", "C", "C", "C", "C", "C", "C", "C", "C", "C", "C", "C", "C", "C", "C", "C", "C", "C", "C", "H", "H", "H", "H", "H", "H", "H", "H", "H", "H", "H", "H", "H", "H", "H", "H", "H", "H", "H", "H", "H", "H", "H", "H", "H", "H", "H", "H", "H", "H", "H", "H", "H", "H", "H", "H", "H", "H", "H", "H", "H", "H", "H", "H", "H", "H", "H", "H", "H", "H", "H", "H", "H", "H", "H", "H", "H", "H", "H", "H", "H", "H", "H", "H", "H", "H", "H"], "positions_angstrom": [[-1.5296, -0.5293, -2.6078], [0.6947, -3.2363, -2.6680], [4.2670, 1.4914, -0.5970], [-3.2798, -3.3078, -4.0693], [2.9004, 1.8247, 4.1839], [-5.2300, -1.6076, -1.4718], [4.7628, 2.4904, 3.2181], [-0.8777, -3.5598, 3.2949], [-1.9636, -5.2659, 4.1842], [-3.0669, -1.9528, -2.1379], [-4.4303, -1.4549, -2.3701], [-2.5122, -4.5411, 1.8955], [6.1011, 1.9875, -0.4045], [-2.5298, 1.0911, -1.3114], [-4.9457, -0.7741, -3.6760], [4.4226, -1.0916, 2.8267], [1.9796, -0.8610, 2.1832], [2.2211, 5.1292, -1.7375], [3.0704, 3.0012, -0.4613], [-2.9756, -3.1761, -2.8964], [-0.2466, -2.0286, -3.7418], [-1.0518, 3.4757, -3.3388], [2.4285, 0.0264, 1.0996], [1.8162, 1.9986, 5.0997], [-5.1652, 0.5232, 1.5558], [3.8328, 0.3384, 0.8501], [-0.1592, 4.1634, -2.2452], [0.6152, 2.6172, 4.4142], [-1.7381, -4.3935, 3.1798], [-2.5105, -0.3494, 0.9349], [-4.5224, 1.0207, 0.3452], [-3.0701, -6.1710, 4.2265], [4.8478, -0.2381, 1.7318], [1.0855, 4.9715, -2.8368], [3.9687, 0.7378, -2.3198], [-2.4989, -4.4852, -2.1572], [3.7980, 2.7741, 3.8786], [3.0156, -1.4079, 3.0457], [-3.1419, -0.8566, 2.1607], [1.8849, -2.3146, -1.6335], [0.0792, 1.0671, -3.0561], [-4.4943, -0.4166, 2.4463], [-2.7664, -7.4445, 3.4640], [-0.4252, 2.2113, -4.0476], [2.9593, -3.2994, -0.9794], [3.1615, 3.8362, -1.7919], [-3.1478, 0.5638, 0.0106], [3.5306, 4.2001, 4.2926], [-5.3389, 2.0105, -0.5301], [-2.6791, -3.5480, 1.4774], [6.6696, 1.0331, -0.2193], [2.7073, -3.4284, 0.1126], [-0.8065, 4.9612, -1.7717], [-4.8845, 3.0384, -0.4114], [0.8393, 3.6153, 4.0331], [-4.7364, 0.3301, -3.5737], [-5.2478, 1.7735, -1.6265], [-6.4123, 2.0867, -0.2169], [2.9225, 4.2923, 5.1900], [-1.9486, -4.2360, -1.2137], [-0.2262, 2.6929, 5.1057], [0.4151, 2.5813, -4.7086], [2.1340, 2.5611, 5.9811], [4.2422, 1.5033, -3.0934], [5.9166, -0.0138, 1.5378], [2.4562, -1.5617, -2.2313], [-1.7308, 1.8313, -1.0073], [-3.9862, -5.6855, 3.8840], [-3.2424, 1.6393, -1.9765], [2.0381, 2.6024, -0.2551], [1.5540, 0.9990, 5.4502], [-4.4892, -1.1585, -4.6146], [2.9136, -4.3298, -1.4200], [-3.3863, -5.1131, -1.8810], [-3.5941, -8.1514, 3.5501], [-5.0337, -0.7965, 3.3467], [-2.5906, -7.2469, 2.4056], [-0.5295, -0.9347, -1.1117], [-1.8142, -5.0898, -2.8110], [-6.2073, 0.8500, 1.7731], [-6.0677, -0.8601, -3.6585], [0.1553, 3.4930, -1.4077], [1.6496, 0.4465, 0.4142], [-1.9268, -5.1345, 1.1926], [3.4156, 3.5553, 0.4545], [1.8063, 5.2554, -0.7079], [-1.4860, -0.7245, 0.7128], [2.8547, 3.2472, -2.6960], [-3.2239, -6.4110, 5.2800], [-2.0829, 3.2957, -2.9265], [0.5601, -1.4400, -4.2734], [-2.6146, -1.5771, 2.8202], [3.0485, 4.7248, 3.4676], [6.5003, 2.4478, -1.3427], [6.1609, 2.6732, 0.4842], [2.8711, 0.5475, -2.4116], [1.4485, 4.5017, -3.7818], [0.3135, 2.0113, 3.5577], [2.8908, 6.0025, -1.9776], [4.5538, -0.1908, -2.5320], [0.9005, -1.1072, 2.3421], [1.4054, -1.7885, -0.7667], [-2.3589, 0.0561, -4.1314], [-3.4952, -4.9892, 2.0230], [2.7004, -2.0909, 3.8738], [3.9882, -2.8594, -1.0100], [-1.8609, -7.9137, 3.8536], [-1.2107, 1.8358, -4.7604], [0.7140, 6.0215, -3.0246], [0.9917, 0.6282, -3.5356], [4.4848, 4.6770, 4.5151], [-1.1992, 4.2508, -4.1522], [-0.8003, -2.5616, -4.5652], [4.2350, 4.1347, -1.9312], [0.4073, 1.4713, -2.0573], [5.1828, -1.5143, 3.5193]], "total_charge": -1, "e_tot_ev": -75563.164, "homo_lumo_gap_ha": 0.2393, "lumo_energy_ev": 2.08}


[2]
{"formula": "C39H68F24N8O11", "method": "ωB97M-V with the def2-TZVPD basis set", "symbols": ["F", "F", "F", "F", "F", "F", "F", "F", "F", "F", "F", "F", "F", "F", "F", "F", "F", "F", "F", "F", "F", "F", "F", "F", "O", "O", "O", "O", "O", "O", "O", "O", "O", "O", "O", "N", "N", "N", "N", "N", "N", "N", "N", "C", "C", "C", "C", "C", "C", "C", "C", "C", "C", "C", "C", "C", "C", "C", "C", "C", "C", "C", "C", "C", "C", "C", "C", "C", "C", "C", "C", "C", "C", "C", "C", "C", "C", "C", "C", "C", "C", "C", "H", "H", "H", "H", "H", "H", "H", "H", "H", "H", "H", "H", "H", "H", "H", "H", "H", "H", "H", "H", "H", "H", "H", "H", "H", "H", "H", "H", "H", "H", "H", "H", "H", "H", "H", "H", "H", "H", "H", "H", "H", "H", "H", "H", "H", "H", "H", "H", "H", "H", "H", "H", "H", "H", "H", "H", "H", "H", "H", "H", "H", "H", "H", "H", "H", "H", "H", "H"], "positions_angstrom": [[5.5805, 0.0977, 5.1154], [9.0207, 0.0529, 1.6881], [-0.7632, -1.8640, -1.2717], [-0.5509, -0.4371, -2.8772], [1.9621, -0.9324, -1.3218], [0.8825, -1.3888, 3.5039], [7.1738, -1.8131, 3.2339], [-3.0605, 0.7001, -2.4273], [-1.4474, -2.0139, 6.0970], [7.6768, -2.2561, 1.1143], [0.8604, -0.1839, 5.3348], [3.5337, 1.9991, 5.5791], [3.1866, 0.9617, 3.7411], [7.2809, 0.6842, 0.6274], [-2.4622, 2.2949, 4.8678], [2.8697, 1.3624, 1.0597], [-2.1417, 0.8514, 1.5994], [-1.2920, 2.7473, 2.0513], [-3.0190, -1.3914, -2.9921], [0.4015, -3.0269, 5.7532], [6.2698, 2.2108, 5.0702], [3.7883, -0.4783, 0.4814], [-3.8952, 2.3830, 3.3356], [1.1110, -0.8259, 0.6447], [-7.8834, -4.4759, -2.7616], [2.6183, -6.3257, 1.6097], [-0.9212, -0.2513, 3.9362], [-6.7915, -0.6433, -1.4655], [1.7463, 3.4635, 2.8226], [2.7195, 1.1734, -3.3750], [-0.5871, 4.8248, -3.7703], [-3.6228, -6.2137, -0.7964], [5.9147, 1.0957, 3.0973], [-4.9331, 4.0523, -1.7961], [-0.8141, 0.4239, -0.7532], [-1.9176, -7.5137, -0.5362], [-2.7363, 4.1640, -2.1193], [-6.5294, 1.5747, -2.0498], [-5.7672, -4.6434, -2.1231], [0.2237, 2.7152, -4.0000], [3.5011, -4.6617, 2.7451], [1.8290, 5.2391, 4.2761], [4.5944, 1.0372, -4.5956], [-7.1653, 1.5802, -3.3699], [2.5454, 5.5024, 1.9635], [-7.3483, -6.2505, -1.3394], [-0.8622, 2.1499, -4.7657], [2.0154, 4.6440, 3.0817], [2.8911, -0.6830, -4.7948], [-4.2223, 4.9037, -3.8523], [-0.4872, -2.2360, 5.2097], [7.3088, 0.9687, 2.9555], [0.1414, -1.0033, 4.5442], [-5.7282, 0.8160, 0.0383], [3.4121, 0.6319, -4.2406], [0.3094, 3.9985, -3.5644], [1.6078, -0.1102, -0.3300], [3.8566, -3.3157, 3.0460], [7.1748, -1.3474, 1.9365], [7.6930, 0.0960, 1.7726], [5.4889, 1.2846, 4.4814], [-1.6987, 1.6337, 2.6230], [-7.0041, -5.0736, -2.1854], [-3.9740, 4.3330, -2.5015], [-2.8110, 1.7098, 3.7239], [-0.4870, -7.8115, -0.3557], [-6.4225, 0.5252, -1.2660], [-2.6750, -0.5250, -2.0516], [1.2538, 4.5881, 5.4561], [0.5517, 0.8897, -0.8022], [2.9821, 0.4993, 0.0494], [-1.4750, -5.1081, -0.8162], [5.1865, 2.2910, -4.1317], [2.7819, -5.1353, 1.7185], [-0.5004, 0.9395, 3.2002], [1.4786, 4.3996, -2.7622], [-1.1907, -0.6744, -1.7155], [4.0459, 1.7242, 4.4209], [-2.3250, 3.5367, -0.8706], [-2.4123, -6.3129, -0.7330], [-5.3069, -3.4003, -2.7029], [2.2096, -4.1521, 0.6610], [0.8012, 1.3170, -1.7734], [-5.1975, 5.3886, -3.8079], [1.8090, -0.6487, -4.6680], [-2.6069, 4.1762, -0.0341], [-7.1910, -6.0717, -0.2757], [-7.9498, 2.3365, -3.3965], [-3.2808, -0.7205, -1.1668], [-7.6572, 0.6523, -3.6619], [4.8635, 3.1355, -4.7404], [1.4932, -4.6354, -0.0032], [2.3658, 4.5712, -3.3718], [-6.1144, 2.4624, -1.8053], [0.0532, -7.8254, -1.3024], [0.0173, -7.1569, 0.3551], [-0.7395, 2.4347, -5.8107], [2.9616, -3.7459, -0.0156], [2.0559, 6.2110, 4.4308], [6.1330, -1.3374, 1.6161], [1.6041, 3.7122, -1.9257], [-2.9407, 2.6588, -0.6749], [-0.2622, -8.8152, 0.0052], [0.6382, 1.7700, -0.1653], [-1.2463, 3.3961, -0.8005], [-5.1361, -5.2021, -1.5666], [3.9628, 2.7038, 3.9502], [-4.8890, -3.5024, -3.7044], [-0.8643, -2.8699, 4.4072], [-2.5849, -8.2495, -0.3532], [5.1721, 0.4277, -5.1566], [-4.2980, 4.1997, -4.6811], [-0.1114, 1.5905, 3.9831], [2.8872, 6.4846, 2.2898], [-1.9669, 4.4756, -2.6947], [-5.2299, -0.0639, 0.4454], [1.3012, 5.3302, -2.2231], [7.7064, 1.9732, 2.8107], [-2.0275, -4.1716, -0.7398], [-8.3556, -6.5785, -1.5960], [1.7450, 5.7034, 1.2514], [0.3301, 5.0959, 5.7338], [-6.0566, -2.6095, -2.6748], [3.0820, -2.8758, 3.6742], [3.9069, -2.7278, 2.1295], [-6.4434, 1.8299, -4.1475], [3.2177, -1.5064, -4.1595], [-3.0784, 0.7119, 4.0713], [-0.7553, -5.0385, -0.0005], [0.1813, 0.6253, 2.4098], [7.8370, 0.5220, 3.7979], [-0.7888, 1.0678, -4.6568], [-1.7814, 2.5000, -4.2960], [-0.8968, -5.1043, -1.7402], [-4.9129, 1.5252, -0.1046], [0.9724, 3.5518, 5.2688], [-6.6906, -7.0755, -1.6135], [-3.4748, 5.6461, -4.1319], [-4.5741, -3.0028, -2.0006], [1.9481, 4.5737, 6.2962], [1.0660, 2.1579, -4.0026], [4.8116, -3.2247, 3.5634], [1.6936, -3.3598, 1.2034], [3.8856, -5.3725, 3.3508], [3.4592, 5.0751, 1.5505], [3.2946, -0.8579, -5.7921], [4.9775, 2.5031, -3.0832], [3.5258, 1.0679, -0.7050], [-6.3742, 1.2633, 0.7937], [6.2694, 2.2468, -4.2481]], "total_charge": 0, "e_tot_ev": -141211.018, "homo_lumo_gap_ha": 0.2944, "lumo_energy_ev": -0.12, "smiles": "FC(F)C(F)(F)COC(F)(F)C(F)F.FC(F)C(F)(F)COC(F)(F)C(F)F.FC(F)C(F)(F)COC(F)(F)C(F)F.CNC(C)=O.CNC(C)=O.CNC(C)=O.CNC(C)=O.CNC(C)=O.CNC(C)=O.CNC(C)=O.CNC(C)=O"}


no.,HOMO (eV)
1,-4.43
2,-8.13